Record 1
120
Properties=species:S:1:pos:R:3:forces:R:3 method="wB97M-V/def2-TZVPD" e_lumo_ev=-9.61 homo_ev=-14.7834 mol_weight_g_mol=1150.666 homo_lumo_gap_ev=5.18 total_energy_ev=-150456.31258 charge=+3
Pt 0.186362 -0.402756 0.356945 0.57 0.22 -0.10
C 3.252766 -1.660134 3.164617 0.01 0.03 -0.03
N 2.178577 -1.287169 2.218220 0.07 -0.11 0.06
P 0.734295 -0.507597 2.603747 0.00 0.11 0.02
C -0.198182 -1.459109 3.747078 -0.15 -0.06 -0.03
C -0.142207 -2.855165 3.708588 0.07 0.05 0.07
C -0.881891 -3.594078 4.613934 0.00 0.00 0.01
C -1.685036 -2.942113 5.542064 0.00 -0.02 0.01
C -1.749700 -1.551164 5.580061 0.00 0.00 -0.01
C -1.010490 -0.801481 4.686931 0.01 0.00 -0.06
C 1.052034 1.074573 3.378820 0.03 -0.02 0.10
C 0.622370 2.315091 2.913643 -0.06 0.03 -0.06
C 0.907615 3.463694 3.637196 0.01 -0.01 0.03
C 1.627149 3.382274 4.821027 0.00 -0.02 0.00
C 2.051403 2.146817 5.296774 0.01 0.02 0.02
C 1.756759 0.994419 4.590215 -0.02 0.01 -0.02
P 2.388875 -1.132707 0.565596 -0.13 -0.33 0.08
C 3.725530 -0.037036 0.222564 -0.14 0.21 -0.17
C 3.736867 1.224387 0.836628 0.02 -0.05 0.03
C 4.824763 2.054837 0.659298 0.00 -0.01 -0.03
C 5.891990 1.637450 -0.133367 0.02 0.01 0.00
C 5.876512 0.394666 -0.751390 0.00 0.00 -0.02
C 4.790610 -0.449764 -0.586571 0.02 0.04 0.06
C 2.580201 -2.677567 -0.269224 -0.03 0.01 0.00
C 2.687180 -3.871487 0.443489 -0.07 -0.04 0.02
C 2.833240 -5.063933 -0.247571 -0.05 -0.02 0.02
C 2.842959 -5.067244 -1.635318 -0.01 0.00 0.00
C 2.720520 -3.876900 -2.347340 0.01 0.00 0.00
C 2.591871 -2.678436 -1.670338 0.05 -0.01 -0.02
H 2.812778 -2.172150 4.019068 0.00 0.00 0.00
H 3.806473 -0.781392 3.492517 0.00 0.01 0.01
H 3.940254 -2.344815 2.671733 -0.01 0.00 -0.01
H 0.489370 -3.359964 2.995327 0.00 -0.05 -0.07
H -0.823276 -4.673392 4.587396 -0.01 -0.01 -0.02
H -2.259887 -3.522419 6.252210 0.00 0.00 0.00
H -2.365353 -1.056218 6.319009 0.00 0.00 0.00
H -1.045282 0.279901 4.729938 0.00 0.00 0.00
H 0.078726 2.395686 1.984557 0.05 -0.01 0.10
H 0.566867 4.424926 3.276173 0.00 0.00 0.00
H 1.849976 4.279974 5.382162 0.00 0.00 0.00
H 2.597197 2.079047 6.228235 0.00 0.01 -0.01
H 2.052184 0.036455 5.000296 -0.01 0.00 0.00
H 2.907648 1.543519 1.458498 0.02 0.00 -0.02
H 4.851878 3.024093 1.138312 0.00 0.00 0.00
H 6.748027 2.286878 -0.262029 0.00 0.00 0.00
H 6.715780 0.076839 -1.354854 0.00 0.00 0.00
H 4.787885 -1.425877 -1.051150 0.02 0.01 0.01
H 2.643468 -3.886954 1.524293 -0.03 0.01 0.01
H 2.917495 -5.991287 0.302252 0.00 0.00 0.00
H 2.941474 -6.004076 -2.167788 0.01 0.01 0.00
H 2.735833 -3.889710 -3.429529 -0.01 0.00 0.01
H 2.509036 -1.749905 -2.222335 -0.02 0.02 0.00
C 2.169507 4.260170 -5.371533 0.01 0.00 0.02
C 0.672874 3.985943 -5.323022 -0.01 0.00 0.01
C 0.049950 3.696321 -6.677103 0.00 -0.03 0.01
C 0.670961 2.453042 -7.296110 -0.02 -0.02 0.00
C 0.706704 1.310443 -6.313548 0.01 -0.01 -0.02
C 0.857533 0.016541 -6.755601 -0.01 0.00 -0.02
C 0.837721 -1.056871 -5.861964 0.00 -0.02 -0.04
F 0.986475 -2.283029 -6.347496 0.01 0.01 0.01
C 0.651230 -0.884028 -4.520708 0.04 0.03 0.01
C 0.508294 0.424951 -4.037101 0.03 0.00 0.00
C 0.305610 0.655984 -2.633902 0.13 -0.16 0.03
O 0.218833 -0.355039 -1.830679 -0.08 0.12 -0.14
C 0.139661 1.989892 -2.224431 -0.06 0.05 0.07
C 0.187152 3.026290 -3.140845 -0.02 -0.02 0.01
N 0.419323 2.814195 -4.421179 0.06 -0.03 -0.04
C 0.552888 1.519963 -4.924240 -0.03 0.06 0.01
C -0.222283 2.073269 -0.801591 0.22 -0.04 0.06
O -1.387539 2.450219 -0.465342 -0.09 0.15 -0.06
O 0.606115 1.587370 0.034726 -0.15 -0.01 -0.17
H 2.368372 5.059725 -6.084527 0.00 0.01 0.01
H 2.731176 3.378996 -5.683190 0.00 0.01 -0.01
H 2.542952 4.577033 -4.397460 0.00 -0.01 0.00
H 0.159195 4.824817 -4.853820 -0.03 0.00 -0.01
H 0.196841 4.563309 -7.319571 0.00 -0.01 -0.01
H -1.027562 3.560510 -6.560504 0.00 0.01 0.01
H 1.683293 2.656659 -7.652806 0.01 0.01 0.02
H 0.097098 2.144132 -8.169444 0.02 0.00 -0.02
H 0.973814 -0.190948 -7.812567 -0.01 -0.01 0.00
H 0.616328 -1.732563 -3.852136 -0.02 0.00 0.00
H 0.070302 4.059221 -2.837907 0.00 0.00 0.01
C -4.412750 -1.599142 0.596927 0.04 -0.04 -0.03
C -5.238385 -1.128683 -0.592758 -0.01 -0.01 0.02
C -5.249924 0.385022 -0.769604 -0.01 0.00 -0.01
C -3.879700 0.976812 -1.132784 0.02 0.08 -0.05
Ge -2.671823 1.264162 0.338205 0.35 -0.49 0.11
C -3.041947 2.007519 2.070723 -0.01 -0.02 0.09
C -3.747060 1.064716 3.055910 0.01 0.04 -0.02
C -3.920621 1.716985 4.428140 -0.01 0.00 -0.01
C -4.787038 2.971143 4.402994 -0.01 0.00 0.01
H -4.472856 -2.680628 0.719688 0.02 0.00 -0.02
H -4.771008 -1.153006 1.525189 -0.01 0.02 0.04
H -3.343134 -1.371696 0.483413 -0.03 -0.03 -0.01
H -6.267183 -1.465685 -0.461115 0.00 0.00 -0.02
H -4.880901 -1.596835 -1.514288 0.02 -0.01 0.02
H -5.654108 0.863215 0.129042 0.03 0.02 -0.01
H -5.930986 0.655035 -1.578248 -0.01 -0.03 0.00
H -3.982360 1.989892 -1.536340 -0.03 -0.01 -0.04
H -3.363550 0.375805 -1.885365 -0.02 -0.01 -0.02
H -1.581401 -0.058938 0.426906 -0.58 0.48 0.07
H -3.657463 2.885956 1.852407 0.01 0.03 0.04
H -2.094803 2.365447 2.481102 -0.03 0.02 -0.02
H -3.178678 0.134680 3.156493 -0.03 0.01 -0.01
H -4.731452 0.795368 2.668997 -0.02 -0.02 -0.03
H -2.935232 1.954092 4.842165 0.03 0.01 0.02
H -4.369294 0.977853 5.094667 0.00 0.00 0.01
H -4.313524 3.792004 3.860887 0.00 -0.01 0.00
H -4.978621 3.328490 5.413371 0.01 -0.01 0.00
H -5.755176 2.769757 3.939170 0.01 0.00 0.01
N -1.262481 -2.619535 -1.450540 -0.31 0.09 0.08
C -0.794810 -3.115224 -0.294617 0.17 0.19 0.19
O -0.257744 -2.312324 0.633443 -0.12 -0.34 -0.10
C -0.908852 -4.461502 -0.017021 0.06 -0.20 -0.09
C -0.421752 -5.056667 1.171083 -0.07 0.08 0.05
N -0.026427 -5.544641 2.136137 0.12 0.05 0.00
C -1.490557 -5.266177 -1.038160 0.02 0.01 0.03
N -1.964429 -5.780604 -1.952976 0.00 0.00 0.01
H -1.677675 -3.273947 -2.098850 0.03 0.00 -0.03
H -0.978596 -1.716819 -1.789398 0.12 -0.01 -0.06

---

Record 2
13
Properties=species:S:1:pos:R:3:forces:R:3 method="wB97M-V/def2-TZVPD" e_lumo_ev="-1.06 / -1.10" homo_ev="-8.5276 / -7.8479" mol_weight_g_mol=107.337 homo_lumo_gap_ev="7.47 / 6.75" relative_energy_ev=3.310 total_energy_ev=-25264.22455
N 1.670937 0.930139 0.053431 -0.24 0.03 -0.50
Si -1.091686 -1.878454 0.543937 2.06 -0.08 0.14
Si 0.368608 2.001995 -0.470578 1.12 -1.40 3.04
Si -1.187744 0.426035 0.171480 0.93 -0.82 -1.76
H 1.534521 -0.102508 0.007148 0.64 1.53 -0.22
H 2.601917 1.282776 0.250145 -0.27 -0.51 -0.02
H 0.315466 -2.095284 1.319952 -1.89 0.04 -0.41
H -2.435242 -2.258793 1.085828 0.55 -0.14 0.23
H -0.801142 -2.577137 -0.742560 -0.52 -0.03 0.45
H 0.173787 2.492672 -1.805068 0.01 0.39 -0.66
H 0.425343 3.049657 0.651804 -0.10 -0.10 -1.09
H -2.515584 0.696636 -0.306785 -1.03 0.11 -0.46
H 0.167682 -0.548708 -1.712863 -1.27 0.96 1.26

---

Record 3
63
Properties=species:S:1:pos:R:3:forces:R:3 method="wB97M-V/def2-TZVPD" smiles=CCO.CCO.CCO.CCO.CCO.CCO.CCO e_lumo_ev=0.50 homo_ev=-9.8745 mol_weight_g_mol=322.483 homo_lumo_gap_ev=10.38 relative_energy_ev=1.590 total_energy_ev=-29529.88467
C 3.424545 -4.079203 -4.296971 0.56 -0.63 0.19
C 2.739985 -2.995199 -3.511978 -0.41 0.04 -0.38
O 2.131657 -3.556923 -2.356706 0.21 0.02 -0.05
H 4.200889 -4.570371 -3.699062 -0.08 0.15 0.04
H 3.920522 -3.677008 -5.180497 -0.13 0.08 -0.06
H 2.742330 -4.874547 -4.600339 -0.15 0.17 -0.05
H 1.966466 -2.556943 -4.161834 0.07 0.16 0.15
H 3.458475 -2.214817 -3.250548 -0.03 0.02 0.13
H 1.753236 -2.836262 -1.842173 -0.05 0.00 0.07
C 4.491596 -2.013754 0.785194 -0.07 -0.42 0.36
C 4.441865 -0.676898 0.100132 0.00 0.24 0.10
O 3.622425 -0.823543 -1.067097 -0.03 -0.03 0.09
H 3.515705 -2.279456 1.200693 -0.05 0.03 -0.19
H 5.173964 -2.022310 1.637534 0.11 0.18 -0.13
H 4.791303 -2.803278 0.096374 0.02 0.05 -0.04
H 5.434358 -0.319118 -0.185626 0.05 -0.13 -0.03
H 4.011209 0.069345 0.779184 -0.03 0.01 -0.09
H 3.646123 -0.010029 -1.578302 0.00 0.07 0.01
C -0.684694 0.669116 0.273714 -0.95 0.00 0.14
C 0.575729 0.339744 -0.478688 0.12 -0.14 0.10
O 0.864910 -1.021394 -0.179285 -0.11 -0.39 0.16
H -1.442747 -0.051044 -0.050220 0.04 -0.14 0.29
H -1.169215 1.634207 0.095838 0.57 0.17 -0.33
H -0.546818 0.606615 1.353057 0.09 -0.21 -0.02
H 1.418973 0.955676 -0.151573 -0.07 0.20 -0.20
H 0.408000 0.433133 -1.558166 0.17 0.25 0.01
H 1.804993 -1.188420 -0.310462 0.17 0.26 -0.18
C -2.912450 4.306571 4.076392 0.44 0.05 -0.05
C -2.973709 3.915725 2.604934 -0.33 0.14 0.07
O -3.335278 2.550690 2.535790 0.38 -0.55 0.40
H -1.920470 4.118967 4.496514 -0.07 -0.14 -0.04
H -3.629925 3.720300 4.647789 -0.15 0.10 -0.04
H -3.103118 5.370991 4.216522 -0.13 -0.02 -0.03
H -2.009521 4.100009 2.120032 -0.02 0.01 -0.03
H -3.737902 4.510608 2.088305 0.10 0.05 0.00
H -3.240358 2.209661 1.638537 -0.19 0.32 -0.11
C 1.723211 -0.244727 4.327491 0.57 -0.42 -0.41
C 0.306984 0.102868 4.672535 -0.26 -0.61 0.81
O -0.060555 1.267234 3.976548 -0.09 0.33 -0.31
H 2.441404 0.477994 4.712809 -0.06 0.12 -0.05
H 1.831526 -0.316390 3.241421 0.00 0.18 0.02
H 2.010370 -1.230947 4.705644 -0.17 0.12 0.19
H 0.213284 0.237969 5.761146 0.04 0.18 -0.09
H -0.339646 -0.756415 4.450024 -0.06 0.18 -0.31
H -1.014656 1.392712 4.000430 -0.05 -0.03 0.03
C -2.711783 4.165297 -1.038798 0.14 0.75 -0.30
C -3.673343 3.061708 -1.416993 0.82 -0.11 0.38
O -4.178572 2.479103 -0.202620 -0.18 0.25 -0.51
H -2.324709 4.725887 -1.897528 -0.29 -0.28 -0.22
H -1.805313 3.829672 -0.535365 -0.27 -0.22 0.35
H -3.251329 4.904082 -0.443135 0.21 -0.10 0.26
H -3.136714 2.279771 -1.962418 -0.22 0.06 -0.27
H -4.475891 3.487839 -2.018238 -0.10 -0.19 -0.06
H -5.079052 2.202475 -0.390375 -0.02 -0.18 0.26
C -1.166027 -2.511221 -2.505622 -0.01 0.35 -0.22
C -2.470178 -3.192804 -2.874284 0.12 -0.09 -0.02
O -2.522361 -3.615152 -4.235339 0.00 0.17 0.04
H -1.084697 -1.500635 -2.918334 -0.18 -0.07 -0.10
H -0.317813 -3.068302 -2.910874 0.02 -0.15 0.29
H -1.077494 -2.410865 -1.423845 0.17 -0.14 0.00
H -3.308075 -2.510495 -2.737365 -0.07 -0.05 -0.02
H -2.625075 -4.054225 -2.215410 -0.05 0.01 0.00
H -1.736578 -4.143243 -4.408538 -0.02 -0.01 0.01